No. 1
DFT (ωB97M-V/def2-TZVPD) results for a cluster of 2 separate species, C4H12N4 in total in a non-equilibrium geometry.

The geometry in XYZ format:
```
20
Properties=species:S:1:pos:R:3:forces:R:3:nbo_charge:R:1
C -3.5338 0.0888 -0.0812 -0.066 6.386 -2.410 0.70
C -3.6556 -1.2116 0.2481 0.358 -3.779 -1.910 -0.83
C 2.3508 1.5373 -0.2155 -0.436 -0.710 -2.689 -0.66
C 2.2137 0.2100 0.6166 0.943 4.667 -0.136 -0.32
N -0.0952 -0.3338 0.3088 -0.476 -0.114 -0.847 -0.35
N 1.3655 -1.4461 -0.8730 0.270 0.266 -0.024 -0.49
N -3.6355 1.1830 -0.5050 0.410 -3.549 1.998 -0.42
N 1.0935 -0.4876 -0.0332 -1.660 -0.794 2.990 0.24
H -3.2603 -1.9202 -0.6334 -2.038 1.450 1.175 0.36
H -4.6046 -1.2583 0.7617 -1.063 -0.845 -0.661 0.35
H -3.0299 -1.6553 0.9357 2.037 0.000 2.161 0.33
H 2.4096 1.4618 -1.3575 -0.259 -0.765 1.450 0.24
H 1.6843 2.3530 -0.0915 -1.627 0.116 0.737 0.24
H 3.2214 2.0615 -0.0505 2.536 0.493 1.001 0.27
H 2.1041 0.5962 1.6797 -1.041 -1.256 -1.155 0.29
H 3.2098 -0.1967 0.6268 -0.129 -1.419 -0.595 0.28
H 2.3248 -1.4724 -1.1291 0.677 -0.581 -0.451 0.43
H 0.6669 -2.1525 -1.0839 0.106 0.355 -0.089 0.45
H -3.8729 2.1531 -0.3598 0.063 0.330 -0.383 0.51
H -0.3392 0.3993 0.9930 1.394 -0.251 -0.163 0.39
```
Positions in Å, forces in eV/Å.

Calculated values
HOMO level ... -18.91 eV
HOMO-LUMO gap ... 0.3893 hartree
Total energy ... -10281.2793 eV
Net charge ... +2
Energy relative to the best compared isomer or geometry (same formula, charge and spin) ... 4.619 eV

No. 2
DFT (ωB97M-V/def2-TZVPD) results for an isolated molecule of C5H7FS in a non-equilibrium geometry.

The geometry in XYZ format:
```
14
Properties=species:S:1:pos:R:3:forces:R:3:nbo_charge:R:1
C 1.5364 0.0840 0.3730 1.297 -0.744 -0.154 0.22
C 0.6418 -1.2048 0.5512 -1.083 1.423 1.254 -0.44
C -0.5422 -0.6645 -0.2225 0.309 -0.143 -0.354 -0.36
C -0.7234 0.6892 0.3910 0.853 0.054 1.009 -0.36
C 0.6272 1.3259 0.0662 -0.495 -0.911 -0.891 -0.44
H 2.1843 0.2066 1.2850 -0.480 0.102 -0.935 0.17
H 1.0539 -2.1341 0.1520 0.222 0.213 0.607 0.24
H 0.3803 -1.0896 1.6408 0.400 -1.387 -0.819 0.21
H -0.2285 -0.5794 -1.2516 0.214 0.131 -0.318 0.20
H -0.7366 0.6021 1.4946 -0.277 -0.036 -0.559 0.19
H 0.9050 2.0938 0.7384 0.070 1.149 0.416 0.22
H 0.7001 1.6317 -0.9878 0.308 -0.090 0.397 0.24
F 2.4085 -0.1314 -0.7146 -0.133 0.209 0.325 -0.38
S -2.1983 -0.0580 -0.2246 -1.206 0.027 0.024 0.27
```
Positions in Å, forces in eV/Å.

Calculated values
HOMO level ... -8.95 eV
HOMO-LUMO gap ... 0.3645 hartree
Total energy ... -18848.2223 eV
SMILES ... FC1C[C@H]2S[C@@H]2C1
Energy relative to the best compared isomer or geometry (same formula, charge and spin) ... 2.417 eV

No. 3
DFT (ωB97M-V/def2-TZVPD) results for a structure of composition C35H45BiGeINO5PS in a non-equilibrium geometry.

The geometry in XYZ format:
```
91
Properties=species:S:1:pos:R:3:forces:R:3:mulliken_charge:R:1
Bi 1.2566 -0.2702 -0.5577 0.201 -0.508 0.114 1.03
O 6.0474 0.5643 -0.0413 0.037 -0.015 -0.038 -0.55
C 5.3338 1.4611 -0.3206 0.054 -0.001 -0.009 0.10
O 3.9344 1.2204 -0.4304 -0.441 -0.149 -0.005 0.20
C 5.6006 2.8858 -0.5802 -0.035 0.000 -0.088 0.51
C 6.8575 3.4672 -0.6369 0.063 -0.052 0.053 -0.63
C 6.9336 4.8177 -0.9397 0.033 -0.041 0.008 -0.58
C 5.7763 5.5565 -1.1767 -0.039 0.037 0.018 -0.69
C 4.5202 4.9674 -1.1046 -0.070 0.063 -0.002 -0.38
C 4.4448 3.6186 -0.8027 -0.071 -0.071 -0.079 -0.04
P 3.0050 2.5368 -0.5867 1.076 1.285 -0.014 -0.07
C 2.3284 2.9712 0.9973 -0.250 -0.243 -0.195 1.71
C 1.2089 3.7913 1.1175 -0.013 0.001 0.045 -0.33
C 0.7881 4.1809 2.3801 -0.006 0.079 -0.020 -0.75
C 1.4884 3.7744 3.5026 0.026 -0.003 -0.011 -0.47
C 2.6297 2.9896 3.3755 0.024 0.017 0.057 -0.87
C 3.0538 2.5813 2.1272 -0.022 -0.098 0.011 -0.91
C 1.9796 2.8351 -2.0218 -0.185 -0.258 0.346 0.86
C 2.5921 3.2447 -3.2051 0.010 -0.063 -0.051 -0.69
C 1.8068 3.5768 -4.2977 0.013 -0.002 -0.053 -0.78
C 0.4223 3.5243 -4.2043 0.052 -0.020 -0.001 -0.63
C -0.1873 3.1161 -3.0231 -0.058 -0.011 0.001 -1.28
C 0.5847 2.7584 -1.9330 -0.009 -0.011 0.005 0.13
H 7.7403 2.8681 -0.4502 -0.018 0.045 -0.040 0.52
H 7.9001 5.3008 -1.0006 -0.034 -0.006 0.008 0.43
H 5.8562 6.6083 -1.4208 0.003 -0.031 0.010 0.46
H 3.6262 5.5493 -1.2978 0.039 -0.006 0.037 0.51
H 0.6635 4.1264 0.2463 -0.009 -0.013 0.053 0.49
H -0.0982 4.7928 2.4775 0.009 -0.057 0.008 0.40
H 1.1441 4.0623 4.4873 0.010 0.014 -0.034 0.44
H 3.1881 2.6971 4.2553 -0.037 -0.029 -0.024 0.44
H 3.9396 1.9632 2.0329 -0.034 0.003 0.028 0.43
H 3.6706 3.2949 -3.2807 -0.021 0.013 -0.006 0.52
H 2.2814 3.8806 -5.2223 -0.033 -0.001 0.039 0.45
H -0.1858 3.8010 -5.0568 0.026 -0.023 0.030 0.43
H -1.2668 3.0721 -2.9508 0.043 -0.001 -0.001 0.53
H 0.0992 2.4271 -1.0195 0.005 0.031 -0.061 0.68
I 2.8839 -0.8451 -3.2524 0.108 -0.156 -0.129 -0.01
C 2.8281 -1.7635 -1.2944 -0.034 0.119 -0.211 -1.36
H 3.8452 -1.7471 -0.9114 -0.050 0.119 0.029 0.56
H 2.4852 -2.7806 -1.4656 0.000 0.023 0.046 0.59
C -3.7237 -3.3706 -2.9016 -0.001 0.120 -0.009 -0.53
C -4.3615 -2.0200 -2.5898 0.045 -0.134 0.112 -0.98
C -3.7090 -1.2886 -1.4179 0.064 0.018 -0.131 0.05
C -2.2912 -0.7692 -1.7307 0.101 0.054 0.229 -0.41
Ge -0.7643 -1.8917 -1.1702 -0.638 -0.581 -0.425 0.17
C -1.0052 -3.0470 0.4169 0.006 0.232 0.135 -0.27
C -1.9837 -4.2222 0.3180 0.100 -0.021 -0.172 -0.26
C -1.5671 -5.2785 -0.7028 -0.146 0.013 0.105 -0.43
C -2.5167 -6.4722 -0.7371 0.104 0.011 0.006 -1.44
H -4.2218 -3.8529 -3.7432 0.041 -0.019 0.004 0.46
H -3.7958 -4.0410 -2.0416 0.005 0.025 -0.053 -0.02
H -2.6657 -3.2598 -3.1584 -0.052 -0.039 -0.011 0.08
H -5.4206 -2.1688 -2.3628 0.009 0.016 -0.049 0.41
H -4.3110 -1.3771 -3.4740 -0.064 -0.004 0.009 0.31
H -3.6923 -1.9381 -0.5375 -0.085 0.075 0.017 -0.24
H -4.3398 -0.4336 -1.1591 0.038 -0.017 0.042 0.42
H -2.1334 0.1731 -1.2066 -0.010 0.040 -0.019 0.09
H -2.1877 -0.5722 -2.8024 0.036 -0.033 0.029 0.57
H -0.3577 -2.7896 -2.3644 0.228 0.093 0.029 -0.17
H -1.3067 -2.3762 1.2253 0.001 0.000 0.045 -0.18
H -0.0142 -3.4448 0.6726 -0.010 0.015 -0.039 0.46
H -2.9854 -3.8557 0.0756 0.016 -0.055 0.069 0.02
H -2.0505 -4.6924 1.3048 -0.060 0.022 0.000 0.59
H -0.5570 -5.6255 -0.4602 0.011 0.038 -0.066 0.46
H -1.5253 -4.8200 -1.6941 0.096 -0.066 0.001 0.22
H -2.5698 -6.9588 0.2408 -0.023 0.033 -0.057 0.36
H -2.1744 -7.2137 -1.4611 -0.071 0.005 0.032 0.38
H -3.5279 -6.1674 -1.0188 0.039 -0.022 0.031 0.30
C -5.2185 -3.0793 3.8400 0.009 0.127 0.081 -1.70
C -4.2115 -2.0249 3.4631 -0.068 -0.067 -0.015 1.00
C -2.9351 -2.0278 4.0193 0.025 -0.001 -0.009 -0.61
C -2.0039 -1.0620 3.6681 -0.060 0.155 -0.069 -0.65
C -2.3602 -0.0774 2.7553 0.094 -0.176 -0.090 -0.69
C -3.6331 -0.0427 2.2028 0.024 0.060 0.038 -0.51
C -4.5513 -1.0139 2.5634 0.007 -0.017 0.019 -0.72
S -1.1090 0.9605 2.0708 0.289 -0.126 -0.286 2.01
O 0.0313 0.9360 2.9850 0.069 -0.146 -0.064 -0.95
O -1.6587 2.2608 1.7901 -0.117 0.082 -0.013 -0.77
O -0.7548 0.2279 0.8056 -0.162 0.378 0.481 -0.39
H -4.7290 -3.9918 4.1791 -0.017 0.003 -0.031 0.38
H -5.8726 -3.3177 3.0017 0.023 -0.026 0.002 0.39
H -5.8511 -2.7207 4.6563 0.014 -0.033 -0.027 0.35
H -2.6629 -2.8042 4.7255 -0.015 0.024 -0.003 0.39
H -1.0050 -1.0518 4.0869 -0.052 -0.062 0.021 0.46
H -3.8849 0.7417 1.4979 -0.019 -0.073 0.018 0.53
H -5.5472 -0.9985 2.1348 0.026 0.006 0.002 0.40
N 1.6586 -1.0815 1.6293 -0.167 -0.018 0.032 -0.52
H 2.6405 -1.1606 1.8707 0.017 -0.016 -0.037 0.32
H 1.2104 -1.9810 1.7804 0.013 0.007 0.009 0.24
H 1.2005 -0.3941 2.2406 -0.069 0.119 0.205 0.17
```
Positions in Å, forces in eV/Å.

Calculated values
HOMO level ... -10.86 eV
HOMO-LUMO gap ... 0.2746 hartree
Total energy ... -139328.9720 eV
Net charge ... +1
Energy relative to the best compared isomer or geometry (same formula, charge and spin) ... 0.000 eV

No. 4
DFT (ωB97M-V/def2-TZVPD) results for a structure of composition C35H23BaN9O in a non-equilibrium geometry.

The geometry in XYZ format:
```
69
Properties=species:S:1:pos:R:3:forces:R:3:mulliken_charge:R:1
Ba 0.0615 0.2861 0.9884 0.126 0.457 3.088 2.55
C -0.7184 -6.1591 -1.4309 -0.252 0.037 0.010 -0.60
C 0.6747 -6.1622 -1.4470 0.224 -0.003 -0.012 -0.55
C 1.3971 -5.0326 -1.1034 -0.041 0.035 0.001 -0.30
C 0.6862 -3.9038 -0.7272 -0.607 -0.210 0.071 0.38
C 1.0962 -2.5428 -0.4188 -0.286 -0.196 -0.057 -0.34
N 2.3278 -2.1384 -0.6390 0.320 -0.253 -0.125 -0.47
C 2.7202 -0.8846 -0.7246 0.186 0.261 -0.063 -0.26
C 3.8931 -0.5077 -1.5010 0.206 0.646 -0.027 0.40
C 4.7896 -1.2383 -2.2653 0.016 -0.018 -0.002 -0.37
C 5.6876 -0.5399 -3.0556 -0.028 -0.238 -0.008 -0.52
C 5.6932 0.8534 -3.0854 -0.045 0.239 -0.014 -0.51
C 4.7939 1.5908 -2.3323 0.036 0.019 -0.033 -0.36
C 3.8914 0.9000 -1.5400 0.188 -0.645 0.001 0.43
C 2.7112 1.3181 -0.7960 0.176 -0.397 -0.041 -0.26
N 2.3108 2.5722 -0.7922 0.262 0.368 -0.099 -0.45
C 1.0770 2.9834 -0.6023 -0.231 0.140 -0.110 -0.23
N -0.0187 2.2379 -0.3157 -0.092 1.656 -1.680 -0.63
C -1.1318 2.9833 -0.5228 0.246 0.125 -0.012 -0.37
N -2.3871 2.5796 -0.4893 -0.279 0.302 -0.002 -0.59
C -2.7823 1.3273 -0.3545 -0.110 -0.308 -0.014 -0.30
N -2.0123 0.2290 -0.1575 -1.469 -0.023 -1.449 -0.60
C -2.7741 -0.8856 -0.2844 -0.146 0.227 -0.036 -0.40
N -2.3696 -2.1392 -0.3381 -0.306 -0.240 -0.006 -0.56
C -1.1124 -2.5397 -0.3390 0.276 -0.172 0.002 -0.48
N 0.0014 -1.7922 -0.1364 -0.076 -1.519 -1.422 -0.42
C -0.7216 -3.9003 -0.6950 0.589 -0.209 0.029 0.56
C -1.4340 -5.0331 -1.0567 -0.022 -0.030 0.021 -0.12
C -4.1664 -0.4956 -0.4842 -0.199 0.627 0.010 0.44
C -5.3386 -1.2133 -0.6593 0.032 -0.061 0.016 -0.16
C -6.5194 -0.5078 -0.8258 0.040 -0.165 -0.026 -0.61
C -6.5281 0.8848 -0.8482 0.021 0.159 -0.042 -0.61
C -5.3548 1.6097 -0.7165 0.060 0.062 0.011 -0.13
C -4.1727 0.9134 -0.5207 -0.229 -0.616 0.037 0.40
C -0.7395 4.3410 -0.8976 0.618 0.233 0.030 0.59
C -1.4458 5.4821 -1.2406 -0.068 0.011 0.029 -0.16
C -0.7266 6.6145 -1.5902 -0.205 -0.031 -0.004 -0.61
C 0.6659 6.6131 -1.6070 0.171 0.004 -0.016 -0.58
C 1.3826 5.4731 -1.2853 -0.006 -0.058 0.007 -0.27
C 0.6685 4.3416 -0.9285 -0.630 0.252 0.066 0.34
N 2.0701 0.2289 -0.3062 1.323 -0.017 -1.352 -0.36
H -1.2498 -7.0489 -1.7383 -0.035 -0.062 0.032 0.39
H 1.1952 -7.0601 -1.7500 0.035 -0.040 -0.017 0.40
H 2.4757 -5.0104 -1.1418 0.094 -0.020 -0.005 0.50
H 4.7534 -2.3172 -2.2718 0.007 -0.096 0.013 0.51
H 6.3693 -1.0830 -3.6970 0.060 -0.018 0.048 0.39
H 6.3835 1.3629 -3.7446 0.051 0.026 0.035 0.39
H 4.7608 2.6681 -2.3868 0.011 0.108 -0.004 0.51
H -2.5127 -5.0295 -1.0566 -0.127 0.016 -0.014 0.54
H -5.3218 -2.2919 -0.6720 -0.006 -0.129 0.042 0.55
H -7.4506 -1.0418 -0.9573 -0.023 -0.042 0.011 0.40
H -7.4679 1.4014 -0.9881 -0.014 0.049 -0.010 0.39
H -5.3490 2.6869 -0.7691 -0.019 0.141 0.025 0.55
H -2.5245 5.4847 -1.2374 -0.129 -0.014 -0.005 0.55
H -1.2536 7.5157 -1.8706 -0.046 0.049 0.020 0.39
H 1.1890 7.5168 -1.8870 0.044 0.035 -0.018 0.39
H 2.4612 5.4482 -1.3165 0.101 0.024 -0.004 0.51
C 0.2275 0.1802 6.0813 -0.154 0.432 -0.133 -0.82
N 0.6033 -0.9947 5.3154 -0.063 0.158 0.155 0.13
C 1.0575 -2.1898 5.9975 0.188 -0.509 -0.082 -0.80
C 0.5473 -0.9725 3.9906 0.231 -0.661 0.344 -0.03
O 0.1947 -0.0236 3.3054 -0.069 0.289 2.667 -0.95
H 0.3017 -0.0236 7.1466 0.026 -0.085 -0.101 0.29
H -0.7961 0.4738 5.8469 0.006 -0.006 0.010 0.29
H 0.8762 1.0215 5.8345 0.006 -0.006 0.017 0.30
H 1.0221 -2.0333 7.0730 0.002 -0.018 -0.106 0.24
H 2.0820 -2.4314 5.7082 -0.008 -0.003 0.129 0.33
H 0.4224 -3.0401 5.7432 0.014 0.002 0.117 0.33
H 0.8560 -1.9166 3.5155 0.026 -0.076 0.062 0.42
```
Positions in Å, forces in eV/Å.

Calculated values
HOMO level ... -5.83 eV
HOMO-LUMO gap ... 0.1786 hartree
Total energy ... -52822.3973 eV
Energy relative to the best compared isomer or geometry (same formula, charge and spin) ... 2.054 eV

No. 5
DFT (ωB97M-V/def2-TZVPD) results for the ion C3H3N2OS with charge +1 in a non-equilibrium geometry.

The geometry in XYZ format:
```
10
Properties=species:S:1:pos:R:3:forces:R:3:nbo_charge:R:1
C 1.6963 -0.3338 0.2289 1.502 1.347 0.553 0.09
C -1.5985 0.3240 0.5215 2.624 -2.330 0.138 0.81
C 0.5599 -0.7529 -0.5651 -0.418 -1.479 -0.530 -0.44
N -0.5887 1.3118 0.2844 -1.653 -2.570 2.462 -0.49
N -0.6219 0.0828 -0.6047 -1.889 1.516 0.295 -0.32
O -2.3972 -0.3073 1.1479 1.433 2.202 -1.400 -0.42
S 2.8840 0.3017 0.9293 -2.035 -1.210 -1.035 0.72
H 0.8591 -0.9761 -1.6277 0.392 0.662 0.756 0.33
H 0.2421 -1.7818 -0.2879 0.244 0.325 0.454 0.32
H -1.0349 2.1316 -0.0265 -0.201 1.537 -1.694 0.40
```
Positions in Å, forces in eV/Å.

Calculated values
HOMO level ... -14.43 eV
HOMO-LUMO gap ... 0.2768 hartree
Total energy ... -19010.1156 eV
Net charge ... +1
Energy relative to the best compared isomer or geometry (same formula, charge and spin) ... 4.838 eV

No. 6
DFT (ωB97M-V/def2-TZVPD) results for an isolated molecule of C3H4N2 in a non-equilibrium geometry.

The geometry in XYZ format:
```
9
Properties=species:S:1:pos:R:3:forces:R:3:nbo_charge:R:1
C 1.4361 0.6537 0.1083 -0.822 -1.343 0.480 -0.06
C -1.9003 -0.2166 -0.0855 -0.847 -0.003 0.626 0.27
C -0.5182 -0.5122 -0.1797 3.440 0.271 1.079 -0.38
N 0.2546 0.7552 -0.2922 -0.689 -0.251 0.106 -0.34
N -2.9535 0.1389 0.1846 -0.491 -0.057 -0.226 -0.28
H 2.0105 1.5011 0.0522 1.678 1.891 -0.183 0.18
H -0.0454 -1.0693 0.7081 -1.449 0.372 -1.037 0.22
H -0.1496 -0.9983 -1.0559 -0.750 -0.964 -0.770 0.25
H 1.8659 -0.2524 0.5601 -0.072 0.085 -0.076 0.14
```
Positions in Å, forces in eV/Å.

Calculated values
HOMO level ... -10.72 eV
HOMO-LUMO gap ... 0.4245 hartree
Total energy ... -6154.1674 eV
SMILES ... C=NCC#N
Energy relative to the best compared isomer or geometry (same formula, charge and spin) ... 1.733 eV

Which value of total energy does entry 6 give?
-6154.1674 eV

Copy entry 6 word for word.
DFT (ωB97M-V/def2-TZVPD) results for an isolated molecule of C3H4N2 in a non-equilibrium geometry.

The geometry in XYZ format:
```
9
Properties=species:S:1:pos:R:3:forces:R:3:nbo_charge:R:1
C 1.4361 0.6537 0.1083 -0.822 -1.343 0.480 -0.06
C -1.9003 -0.2166 -0.0855 -0.847 -0.003 0.626 0.27
C -0.5182 -0.5122 -0.1797 3.440 0.271 1.079 -0.38
N 0.2546 0.7552 -0.2922 -0.689 -0.251 0.106 -0.34
N -2.9535 0.1389 0.1846 -0.491 -0.057 -0.226 -0.28
H 2.0105 1.5011 0.0522 1.678 1.891 -0.183 0.18
H -0.0454 -1.0693 0.7081 -1.449 0.372 -1.037 0.22
H -0.1496 -0.9983 -1.0559 -0.750 -0.964 -0.770 0.25
H 1.8659 -0.2524 0.5601 -0.072 0.085 -0.076 0.14
```
Positions in Å, forces in eV/Å.

Calculated values
HOMO level ... -10.72 eV
HOMO-LUMO gap ... 0.4245 hartree
Total energy ... -6154.1674 eV
SMILES ... C=NCC#N
Energy relative to the best compared isomer or geometry (same formula, charge and spin) ... 1.733 eV

Among the records above, which one has the highest HOMO-LUMO gap?
C3H4N2

Which value of energy relative to the best compared isomer or geometry (same formula, charge and spin) does entry 4 give?
2.054 eV